Computed, not measured: C21H24N2O2P2W as an isolated structure, with wB97M-V/def2-TZVPD.

The geometry in XYZ format:
```
52
Properties=species:S:1:pos:R:3:mulliken_spin:R:1
C -1.5467 3.2739 -1.9220 0.002
C -1.3440 1.9732 -1.4304 -0.043
C -0.0101 1.4856 -1.3778 0.007
C 1.0904 2.2929 -1.6988 -0.030
C 0.8558 3.5799 -2.1642 0.014
C -0.4464 4.0697 -2.2857 -0.016
C 2.5172 1.7862 -1.5470 0.011
C 2.5265 0.2648 -1.6242 0.035
C 1.3775 -0.4658 -1.3123 -0.023
C 1.3430 -1.8830 -1.4059 -0.077
C 2.5235 -2.5386 -1.7807 -0.016
C 3.6635 -1.7975 -2.1172 0.006
C 3.6515 -0.4096 -2.0801 0.005
H -2.5632 3.7012 -1.9575 -0.001
H 1.7199 4.1876 -2.4075 0.000
H -0.6096 5.0998 -2.6195 0.000
H 3.1235 2.2047 -2.3931 -0.002
H 2.5888 -3.6315 -1.6865 -0.001
H 4.5829 -2.3162 -2.3849 0.000
H 4.4824 0.1905 -2.4593 0.000
N 0.2672 0.2415 -0.7693 -0.076
W -0.2058 -0.1998 1.0800 1.879
C -2.4974 1.1647 -0.8579 0.058
H -2.5603 0.1642 -1.3106 0.011
H -3.4577 1.6955 -0.9708 0.003
C 0.1555 -2.6991 -0.8884 0.071
H -0.7789 -2.4009 -1.3871 0.012
H 0.3162 -3.7897 -0.9896 0.004
P -2.3052 0.9030 0.9710 0.009
P -0.0780 -2.4532 0.9071 -0.051
C 1.3459 -3.1342 1.7430 0.023
H 1.1549 -3.0818 2.8227 0.000
H 1.4288 -4.1793 1.4187 0.005
H 2.2544 -2.5680 1.5099 -0.002
C -1.5471 -3.3204 1.4334 0.011
H -1.3702 -4.3887 1.2534 0.003
H -1.6996 -3.1302 2.5041 0.000
H -2.4255 -2.9720 0.8751 0.000
C -2.2405 2.5571 1.6785 0.007
H -3.2197 3.0412 1.5628 -0.002
H -1.9976 2.4636 2.7447 0.001
H -1.4676 3.1584 1.1842 -0.001
C -3.7421 0.0718 1.6241 0.013
H -3.6032 -0.0487 2.7084 -0.001
H -4.6434 0.6736 1.4397 0.005
H -3.8606 -0.9199 1.1676 -0.001
C 1.8271 -0.1300 1.5671 -0.008
O 3.0030 -0.0108 1.5799 0.090
H 3.0195 2.1791 -0.6606 -0.005
O -0.1613 -0.0243 5.4314 0.059
C -0.1825 0.0165 4.2434 0.053
N -0.2546 0.0534 3.0386 -0.045
```

Output
frontier orbital gap (spin up / spin down): 6.554 / 5.590 eV
spin multiplicity: 3
HOMO level (spin up / spin down): -14.58 / -14.55 eV
lowest unoccupied orbital energy (spin up / spin down): -8.023 / -8.955 eV
molar mass: 582.22 g mol⁻¹
total charge: +2

Computed, not measured: a 4-piece molecular cluster, C3H14O5 overall, with wB97M-V/def2-TZVPD.

The geometry in XYZ format:
```
22
Properties=species:S:1:pos:R:3:mulliken_charge:R:1
O 0.7520 1.0527 0.5800 -0.441
C 1.7809 0.1011 0.8054 -0.495
C 1.4865 -1.2183 0.0955 -0.244
C 1.5856 -1.1480 -1.4139 -0.472
O 1.0653 -2.2435 -2.1615 -0.525
H 0.0952 0.7543 -0.0749 0.267
H 2.6741 0.5802 0.3812 0.291
H 1.8493 0.1372 1.9163 0.274
H 2.3418 -1.8530 0.4857 0.214
H 0.4781 -1.6262 0.2907 0.222
H 1.0631 -0.2454 -1.7181 0.284
H 2.5506 -1.0350 -1.9362 0.344
H 0.1083 -2.2176 -2.0670 0.288
O -1.7322 2.6779 -0.0512 -0.606
H -2.3339 3.3372 0.3284 0.292
H -1.0656 2.7903 0.6485 0.313
O -2.0650 0.0873 1.5872 -0.634
H -1.1682 -0.1838 1.3225 0.290
H -1.9632 -0.2262 2.5018 0.271
O -2.2752 0.1727 -0.7693 -0.631
H -2.4288 0.9069 -0.1831 0.373
H -2.7988 -0.6007 -0.5680 0.324
```

Output
frontier orbital gap: 10.641 eV
spin multiplicity: 1
SMILES: OCCCO.O.O.O
HOMO level: -10.17 eV
lowest unoccupied orbital energy: 0.466 eV
molar mass: 130.14 g mol⁻¹

Computed, not measured: a 2-piece molecular cluster, C3H10O3 overall, with wB97M-V/def2-TZVPD.

The geometry in XYZ format:
```
16
Properties=species:S:1:pos:R:3:mulliken_charge:R:1
O 2.5053 1.3956 -0.3561 -0.497
C 1.1690 1.0752 -0.6766 -0.509
C 0.5440 0.3199 0.6553 -0.435
C -0.9985 0.1870 0.2688 -0.403
O -1.7397 1.3674 -0.0487 -0.501
H 2.8488 2.1738 -0.5624 0.264
H 0.5774 2.0285 -0.7234 0.318
H 1.1924 0.5674 -1.6011 0.339
H 1.0109 -0.6431 0.6096 0.320
H 0.7201 1.1252 1.4004 0.273
H -1.1400 -0.5748 -0.5451 0.271
H -1.5625 -0.2286 1.1164 0.247
H -2.0468 1.2424 -0.8960 0.308
O -0.8528 -3.6886 0.5160 -0.630
H -1.3425 -3.1940 1.1414 0.316
H -0.8851 -3.1533 -0.2985 0.319
```

Output
frontier orbital gap: 10.698 eV
spin multiplicity: 1
SMILES: OCCCO.O
HOMO level: -10.10 eV
lowest unoccupied orbital energy: 0.595 eV
molar mass: 94.11 g mol⁻¹

Computed, not measured: C3H4N2OS2 as an isolated structure, with wB97M-V/def2-TZVPD.

The geometry in XYZ format:
```
12
Properties=species:S:1:pos:R:3:mulliken_spin:R:1
C 1.5011 1.0930 0.0562 0.442
C 3.6066 0.3075 0.1324 0.297
C 0.9210 -0.3040 -0.3016 -0.051
N 2.7812 1.2924 0.2567 -0.138
N -0.5540 -0.3046 0.1798 0.003
O 0.5746 2.0768 -0.0056 0.079
S 5.1124 -0.0307 -0.1245 0.325
S 2.0941 -1.5879 0.0863 0.958
H 0.8678 -0.2891 -1.4973 0.087
H -0.6039 -0.8757 1.0578 0.005
H -1.0923 -0.7941 -0.4249 -0.006
H -0.2964 1.5856 -0.1490 -0.001
```

Output
frontier orbital gap (spin up / spin down): 6.084 / 5.769 eV
spin multiplicity: 3
HOMO level (spin up / spin down): -6.18 / -8.98 eV
lowest unoccupied orbital energy (spin up / spin down): -0.098 / -3.212 eV
molar mass: 148.21 g mol⁻¹

Computed, not measured: C16H17Cl7O2Sn as an isolated structure, with wB97M-V/def2-TZVPD.

The geometry in XYZ format:
```
43
Properties=species:S:1:pos:R:3:mulliken_charge:R:1
C -0.7877 0.6743 -2.7702 0.612
C -1.6469 -0.4474 -2.6016 0.185
C -0.8391 -1.5804 -2.3231 0.791
C -3.1171 -0.4353 -2.7060 -1.564
C 0.5257 -1.1732 -2.3564 0.434
C 0.5579 0.2242 -2.6295 0.593
C 1.7560 1.0616 -2.7966 -1.465
C -1.2322 2.0652 -2.9669 -1.648
C -1.3466 -2.9382 -2.0593 -1.587
C 1.6864 -2.0622 -2.1907 -1.692
Sn 0.7989 1.0488 1.4636 1.343
Cl -1.3352 0.6369 0.4476 -0.392
Cl 0.1744 3.3057 2.0804 -0.534
O 1.9542 -0.5138 0.9294 -0.747
H -3.5203 0.5439 -2.4195 0.325
H -3.5524 -1.2089 -2.0615 0.343
H -3.4378 -0.6443 -3.7383 0.237
H -2.1157 -2.9176 -1.2729 0.269
H -0.5328 -3.5955 -1.7353 0.363
H -1.8006 -3.3661 -2.9657 0.290
H 1.4891 -2.7874 -1.3926 0.295
H 2.5784 -1.4867 -1.9249 0.365
H 1.9000 -2.6214 -3.1158 0.239
H 2.6226 0.5790 -2.3354 0.367
H 1.6247 2.0321 -2.3033 0.223
H 1.9850 1.2275 -3.8632 0.223
H -2.0442 2.3289 -2.2720 0.277
H -1.6084 2.2099 -3.9897 0.235
H -0.4048 2.7650 -2.8001 0.383
H 2.5955 -0.0250 0.3663 0.248
O 2.0488 1.9313 0.1742 -0.759
H 2.1040 2.8801 0.3795 0.212
Cl -0.1823 -2.3152 1.7640 -0.069
C 0.2308 -1.5456 3.2435 0.536
C 0.5635 -0.1902 3.3180 -0.797
C 0.8030 0.3826 4.5621 0.489
Cl 1.2782 2.0210 4.7369 -0.224
C 0.6803 -0.3705 5.7567 -0.045
Cl 0.8822 0.3755 7.2792 -0.225
C 0.3928 -1.7490 5.6814 0.278
Cl 0.2708 -2.6710 7.1108 -0.224
C 0.1788 -2.3474 4.4174 0.022
Cl -0.1915 -4.0132 4.3158 -0.210
```

Output
frontier orbital gap: 3.349 eV
spin multiplicity: 1
HOMO level: 0.53 eV
lowest unoccupied orbital energy: 3.880 eV
molar mass: 608.19 g mol⁻¹
total charge: -2

Computed, not measured: H18O9 as an isolated structure, with wB97M-V/def2-TZVPD.

The geometry in XYZ format:
```
27
Properties=species:S:1:pos:R:3:mulliken_charge:R:1
O 0.2374 -2.0762 1.0204 -0.442
H 0.6646 -1.4342 1.5875 0.207
H 0.1874 -2.8705 1.5522 0.320
O -0.3600 0.0106 -0.1515 -1.015
H 0.4004 0.2214 -0.6935 0.815
H -0.0353 0.0610 0.7475 0.608
O -1.0497 -2.3599 -0.4892 -0.786
H -0.4784 -1.9924 0.1852 0.470
H -1.9156 -2.0034 -0.2905 0.261
O -2.0660 0.1017 0.4859 -0.738
H -2.3254 -0.8082 0.6307 0.123
H -1.3947 0.0544 -0.1948 0.264
O 0.3391 0.5427 1.5071 -0.625
H 0.4384 -0.2421 2.0461 0.267
H 1.1986 0.9631 1.5349 0.352
O 1.2856 1.3575 -0.7940 -0.690
H 0.7572 1.2942 -1.5896 0.405
H 1.0930 2.2284 -0.4466 0.299
O 0.5825 0.3103 -2.4857 -0.655
H -0.2465 0.3852 -2.0131 0.325
H 0.4552 0.8327 -3.2776 0.345
O -1.8696 1.4762 1.9510 -0.829
H -1.0286 1.0310 1.8471 0.400
H -2.4064 1.1463 1.2304 0.368
O 2.6833 0.2401 -1.2704 -0.775
H 1.7531 0.4291 -1.3941 0.491
H 3.1005 1.1009 -1.2353 0.234
```

Output
frontier orbital gap: 7.948 eV
spin multiplicity: 1
HOMO level: -8.53 eV
lowest unoccupied orbital energy: -0.585 eV
molar mass: 162.14 g mol⁻¹

Computed, not measured: one molecule with the formula C3H10N2, with wB97M-V/def2-TZVPD.

The geometry in XYZ format:
```
15
Properties=species:S:1:pos:R:3:mulliken_charge:R:1
C -0.0624 -1.2887 1.7528 -1.106
C -0.2785 -1.2332 0.2480 -0.175
N -0.6608 0.0617 -0.2565 -0.377
C 0.4342 0.9527 -0.7777 -0.333
N -0.0821 2.2042 -1.3196 -0.631
H -0.1689 -0.2296 2.1254 0.301
H 0.7922 -1.8369 2.0962 0.318
H -0.8668 -1.7983 2.2664 0.299
H 0.7706 -1.4284 -0.1291 0.150
H -0.9476 -2.1680 -0.0785 0.308
H -1.4652 0.0040 -0.8521 0.212
H 1.1580 0.4482 -1.4436 0.293
H 1.1303 1.2439 0.0218 0.272
H -0.3664 2.1184 -2.2709 0.226
H 0.6133 2.9499 -1.3827 0.242
```

Output
frontier orbital gap: 9.645 eV
spin multiplicity: 1
SMILES: CCNCN
HOMO level: -8.52 eV
lowest unoccupied orbital energy: 1.124 eV
molar mass: 74.13 g mol⁻¹

Computed, not measured: a 17-piece molecular cluster, C9H50NO17 overall, with wB97M-V/def2-TZVPD.

The geometry in XYZ format:
```
77
Properties=species:S:1:pos:R:3:mulliken_spin:R:1
C 5.4714 11.8075 20.4920 0.043
C 5.1759 13.2928 20.3426 -0.058
C 6.4091 14.0882 20.8986 0.010
C 7.6729 14.1780 19.9373 -0.005
C 7.3146 14.7585 18.6715 0.015
C 6.1534 13.9970 17.9560 -0.081
N 5.0083 13.6407 18.8771 0.604
O 3.6784 13.2435 18.3151 0.402
C 6.8215 12.7494 17.3277 0.053
C 5.6862 14.9980 16.8559 0.019
C 3.8709 13.4946 21.2473 0.017
H 5.6295 11.4520 21.5102 0.002
H 6.3544 11.4418 19.9678 -0.003
H 4.6344 11.2448 20.0786 -0.002
H 6.8374 13.3302 21.5544 -0.001
H 6.0912 14.9107 21.5394 -0.005
H 8.1767 13.2269 19.7646 0.000
H 8.4336 14.7349 20.4843 0.001
H 8.2097 14.8684 18.0593 0.000
H 7.0732 15.7985 18.8911 -0.004
H 7.3912 12.2011 18.0780 -0.003
H 7.4052 13.1869 16.5178 0.003
H 6.0392 12.0571 17.0164 -0.008
H 5.1210 15.7992 17.3319 -0.005
H 4.8996 14.5278 16.2658 -0.003
H 6.3782 15.4203 16.1271 0.001
H 3.1453 12.6851 21.1680 -0.003
H 3.3660 14.4395 21.0462 0.002
H 4.1337 13.3780 22.2987 -0.001
O 4.9428 9.4228 15.2280 0.000
H 5.7296 9.0768 14.8066 0.000
H 5.2178 9.6217 16.1230 0.000
O 2.3997 17.1920 22.7301 0.000
H 2.0392 18.0554 22.9318 0.000
H 2.0960 17.0068 21.8414 0.000
O 3.6683 16.9468 14.5806 0.000
H 3.0968 16.4103 15.1298 0.000
H 3.1205 17.6848 14.3132 0.000
O 6.7239 13.3705 13.2584 0.000
H 6.6746 13.0572 14.1616 0.000
H 6.6084 12.5841 12.7250 0.000
O 3.8290 16.3518 19.7434 0.007
H 4.0732 16.5287 20.6519 -0.002
H 4.1809 15.4795 19.5659 0.016
O 1.3472 10.4321 19.5101 0.000
H 1.2554 11.0074 20.2696 0.000
H 1.0186 10.9503 18.7754 0.000
O 5.7532 9.1166 17.9550 0.000
H 5.7542 8.5786 18.7467 0.000
H 4.9220 9.5902 17.9878 -0.001
O 8.6131 9.0176 17.8615 0.000
H 8.7111 9.8646 18.2966 0.000
H 7.6684 8.9144 17.7471 0.000
O 3.5454 10.4915 17.4678 0.008
H 3.5922 11.3965 17.7762 -0.001
H 2.7719 10.1302 17.9007 -0.001
O 0.8220 13.7435 19.7234 -0.001
H 0.4692 13.3288 18.9362 0.000
H 1.7531 13.8620 19.5356 -0.006
O 2.2179 14.9321 16.1319 0.000
H 2.3480 14.2660 15.4569 0.000
H 2.5172 14.5162 16.9404 -0.005
O 8.3695 15.3973 14.1878 0.000
H 7.6933 15.4960 14.8581 0.000
H 8.0848 14.6452 13.6686 0.000
O 5.9318 9.6834 23.8594 0.000
H 5.4948 10.0721 24.6171 0.000
H 6.6062 10.3187 23.6192 0.000
O 3.8894 12.2010 14.9606 0.000
H 4.2117 11.3191 14.7747 0.000
H 3.9756 12.2929 15.9095 -0.005
O 7.9231 11.4916 23.3196 0.000
H 8.0629 11.9096 22.4700 0.000
H 8.4418 12.0133 23.9320 0.000
O 9.0821 15.4075 22.9938 0.000
H 8.4997 14.8914 23.5512 0.000
H 8.8755 15.1240 22.1032 0.000
```

Output
frontier orbital gap (spin up / spin down): 10.274 / 8.454 eV
spin multiplicity: 2
HOMO level (spin up / spin down): -10.70 / -10.84 eV
lowest unoccupied orbital energy (spin up / spin down): -0.429 / -2.385 eV
molar mass: 444.49 g mol⁻¹

- Which of these has the highest molar mass?
  C16H17Cl7O2Sn

- molar mass of number 4 (C3H4N2OS2)?
  148.21 g mol⁻¹

- The highest molar mass belongs to which entry?
  C16H17Cl7O2Sn

- What is the molar mass in the eighth record?
  444.49 g mol⁻¹